Below is 11 unconnected molecules or ions with the total composition C44H121N11O11, with properties calculated with ωB97M-V with the def2-TZVPD basis set.

Bonds (Å) are listed after each position.
Cartesian coordinates (Å):
1 C -0.543 -5.142 -8.296  C2 1.492, H7 1.090, H8 1.090, H9 1.090
2 C 0.708 -4.344 -8.139  C1 1.492, C3 1.536, N6 1.441, H10 1.090
3 C 0.800 -3.667 -6.764  C2 1.536, O4 1.443, H11 1.090, H12 1.090
4 O 2.018 -2.896 -6.697  C3 1.443, C5 1.386
5 C 2.117 -1.787 -5.872  O4 1.386, H13 1.090, H14 1.090, H15 1.090
6 N 1.758 -5.298 -8.390  C2 1.441, H16 1.010, H17 1.010
7 H -1.410 -4.555 -7.995  C1 1.090
8 H -0.482 -6.041 -7.683  C1 1.090
9 H -0.796 -5.419 -9.320  C1 1.090
10 H 0.754 -3.611 -8.944  C2 1.090
11 H 0.782 -4.405 -5.962  C3 1.090
12 H -0.107 -3.086 -6.594  C3 1.090
13 H 3.125 -1.420 -5.678  C5 1.090
14 H 1.669 -1.920 -4.887  C5 1.090
15 H 1.508 -1.030 -6.366  C5 1.090
16 H 1.669 -6.131 -7.825  N6 1.010
17 H 2.606 -4.966 -7.952  N6 1.010
18 C 0.912 5.513 3.797  C19 1.513, H24 1.090, H25 1.090, H26 1.090
19 C 0.467 4.076 3.633  C18 1.513, C20 1.490, N23 1.463, H27 1.090
20 C -0.938 3.912 3.164  C19 1.490, O21 1.431, H28 1.090, H29 1.090
21 O -2.007 3.981 4.112  C20 1.431, C22 1.423
22 C -3.299 3.822 3.537  O21 1.423, H30 1.090, H31 1.090, H32 1.090
23 N 1.432 3.448 2.730  C19 1.463, H33 1.010, H34 1.010
24 H 1.950 5.597 4.118  C18 1.090
25 H 0.251 6.051 4.476  C18 1.090
26 H 0.805 6.052 2.855  C18 1.090
27 H 0.454 3.509 4.564  C19 1.090
28 H -1.070 3.014 2.561  C20 1.090
29 H -0.964 4.727 2.440  C20 1.090
30 H -3.535 2.824 3.168  C22 1.090
31 H -3.490 4.561 2.760  C22 1.090
32 H -4.062 3.982 4.299  C22 1.090
33 H 1.088 2.563 2.385  N23 1.010
34 H 1.568 4.038 1.922  N23 1.010
35 C 1.985 -2.585 8.107  C36 1.542, H41 1.090, H42 1.090, H43 1.090
36 C 2.195 -1.058 8.134  C35 1.542, C37 1.555, N40 1.464, H44 1.090
37 C 1.273 -0.367 7.090  C36 1.555, O38 1.378, H45 1.090, H46 1.090
38 O 1.756 -0.477 5.803  C37 1.378, C39 1.411
39 C 0.737 -0.075 4.914  O38 1.411, H47 1.090, H48 1.090, H49 1.090
40 N 1.826 -0.657 9.492  C36 1.464, H50 1.010, H51 1.010
41 H 2.203 -3.113 9.035  C35 1.090
42 H 2.426 -3.052 7.226  C35 1.090
43 H 0.917 -2.800 8.080  C35 1.090
44 H 3.170 -0.678 7.826  C36 1.090
45 H 1.159 0.666 7.418  C37 1.090
46 H 0.311 -0.875 7.166  C37 1.090
47 H -0.055 -0.824 4.909  C39 1.090
48 H 1.143 -0.004 3.905  C39 1.090
49 H 0.354 0.940 5.021  C39 1.090
50 H 1.978 0.337 9.590  N40 1.010
51 H 2.522 -1.098 10.076  N40 1.010
52 C -0.606 -0.067 1.372  C53 1.522, H58 1.090, H59 1.090, H60 1.090
53 C -1.680 0.447 0.424  C52 1.522, C54 1.553, N57 1.465, H61 1.090
54 C -1.328 -0.016 -1.016  C53 1.553, O55 1.426, H62 1.090, H63 1.090
55 O -0.338 0.829 -1.598  C54 1.426, C56 1.468
56 C 0.123 0.353 -2.908  O55 1.468, H64 1.090, H65 1.090, H66 1.090
57 N -2.973 -0.143 0.777  C53 1.465, H67 1.010, H68 1.010
58 H 0.389 0.299 1.120  C52 1.090
59 H -0.534 -1.143 1.530  C52 1.090
60 H -0.880 0.399 2.319  C52 1.090
61 H -1.774 1.520 0.589  C53 1.090
62 H -2.226 -0.095 -1.629  C54 1.090
63 H -1.025 -1.063 -1.032  C54 1.090
64 H 0.751 1.100 -3.393  C56 1.090
65 H -0.715 0.325 -3.605  C56 1.090
66 H 0.591 -0.630 -2.951  C56 1.090
67 H -3.210 -0.224 1.756  N57 1.010
68 H -3.668 0.466 0.369  N57 1.010
69 C 0.800 3.557 -6.528  C70 1.570, H75 1.090, H76 1.090, H77 1.090
70 C 1.847 4.728 -6.525  C69 1.570, C71 1.580, N74 1.474, H78 1.090
71 C 2.413 5.068 -5.090  C70 1.580, O72 1.435, H79 1.090, H80 1.090
72 O 1.514 5.730 -4.189  C71 1.435, C73 1.374
73 C 1.114 6.997 -4.538  O72 1.374, H81 1.090, H82 1.090, H83 1.090
74 N 2.892 4.275 -7.461  C70 1.474, H84 1.010, H85 1.010
75 H 0.982 2.728 -5.845  C69 1.090
76 H 0.689 3.236 -7.564  C69 1.090
77 H -0.216 3.880 -6.303  C69 1.090
78 H 1.441 5.646 -6.950  C70 1.090
79 H 3.337 5.646 -5.099  C71 1.090
80 H 2.614 4.115 -4.600  C71 1.090
81 H 1.990 7.572 -4.841  C73 1.090
82 H 0.628 7.406 -3.653  C73 1.090
83 H 0.429 6.907 -5.381  C73 1.090
84 H 2.486 3.958 -8.330  N74 1.010
85 H 3.560 5.019 -7.604  N74 1.010
86 C -6.915 0.340 0.921  C87 1.566, H92 1.090, H93 1.090, H94 1.090
87 C -6.817 1.607 1.837  C86 1.566, C88 1.574, N91 1.385, H95 1.090
88 C -6.153 2.816 1.080  C87 1.574, O89 1.409, H96 1.090, H97 1.090
89 O -4.849 2.414 0.730  C88 1.409, C90 1.432
90 C -4.188 3.129 -0.319  O89 1.432, H98 1.090, H99 1.090, H100 1.090
91 N -8.119 1.905 2.203  C87 1.385, H101 1.010, H102 1.010
92 H -7.198 -0.544 1.492  C86 1.090
93 H -6.031 0.097 0.331  C86 1.090
94 H -7.755 0.486 0.242  C86 1.090
95 H -6.179 1.408 2.698  C87 1.090
96 H -6.061 3.712 1.695  C88 1.090
97 H -6.715 3.059 0.178  C88 1.090
98 H -3.826 4.064 0.108  C90 1.090
99 H -4.932 3.402 -1.068  C90 1.090
100 H -3.337 2.628 -0.781  C90 1.090
101 H -8.490 2.169 1.302  N91 1.010
102 H -8.263 2.810 2.626  N91 1.010
103 C -1.220 -4.043 -1.849  C104 1.507, H109 1.090, H110 1.090, H111 1.090
104 C -2.454 -4.265 -2.686  C103 1.507, C105 1.565, N108 1.461, H112 1.090
105 C -2.096 -4.185 -4.207  C104 1.565, O106 1.422, H113 1.090, H114 1.090
106 O -1.472 -2.967 -4.593  C105 1.422, C107 1.408
107 C -2.317 -1.852 -4.755  O106 1.408, H115 1.090, H116 1.090, H117 1.090
108 N -3.049 -5.545 -2.310  C104 1.461, H118 1.010, H119 1.010
109 H -0.785 -3.091 -2.151  C103 1.090
110 H -0.421 -4.763 -2.030  C103 1.090
111 H -1.458 -3.888 -0.797  C103 1.090
112 H -3.240 -3.566 -2.399  C104 1.090
113 H -3.012 -4.375 -4.766  C105 1.090
114 H -1.424 -4.964 -4.567  C105 1.090
115 H -3.213 -2.102 -5.323  C107 1.090
116 H -1.740 -1.134 -5.339  C107 1.090
117 H -2.645 -1.416 -3.812  C107 1.090
118 H -3.169 -5.533 -1.307  N108 1.010
119 H -2.241 -6.149 -2.264  N108 1.010
120 C 1.606 5.146 -0.490  C121 1.535, H126 1.090, H127 1.090, H128 1.090
121 C 1.312 3.748 -1.053  C120 1.535, C122 1.563, N125 1.442, H129 1.090
122 C 2.455 2.720 -0.771  C121 1.563, O123 1.492, H130 1.090, H131 1.090
123 O 3.625 3.262 -1.521  C122 1.492, C124 1.372
124 C 4.721 2.480 -1.258  O123 1.372, H132 1.090, H133 1.090, H134 1.090
125 N 0.031 3.399 -0.490  C121 1.442, H135 1.010, H136 1.010
126 H 0.871 5.878 -0.825  C120 1.090
127 H 2.613 5.418 -0.804  C120 1.090
128 H 1.751 5.195 0.589  C120 1.090
129 H 1.107 3.890 -2.114  C121 1.090
130 H 2.235 1.679 -1.007  C122 1.090
131 H 2.620 2.783 0.305  C122 1.090
132 H 5.148 2.736 -0.288  C124 1.090
133 H 5.481 2.773 -1.982  C124 1.090
134 H 4.580 1.399 -1.246  C124 1.090
135 H -0.158 2.486 -0.877  N125 1.010
136 H -0.701 4.000 -0.842  N125 1.010
137 C 4.324 -2.616 4.820  C138 1.524, H143 1.090, H144 1.090, H145 1.090
138 C 5.352 -2.056 3.845  C137 1.524, C139 1.543, N142 1.460, H146 1.090
139 C 4.910 -0.774 3.110  C138 1.543, O140 1.453, H147 1.090, H148 1.090
140 O 3.896 -1.141 2.136  C139 1.453, C141 1.422
141 C 3.500 -0.001 1.385  O140 1.422, H149 1.090, H150 1.090, H151 1.090
142 N 6.662 -1.919 4.475  C138 1.460, H152 1.010, H153 1.010
143 H 3.372 -2.670 4.290  C137 1.090
144 H 4.068 -1.839 5.540  C137 1.090
145 H 4.602 -3.545 5.317  C137 1.090
146 H 5.424 -2.836 3.087  C138 1.090
147 H 5.730 -0.225 2.647  C139 1.090
148 H 4.446 -0.007 3.731  C139 1.090
149 H 2.788 -0.388 0.657  C141 1.090
150 H 4.263 0.523 0.808  C141 1.090
151 H 3.022 0.771 1.988  C141 1.090
152 H 6.624 -1.384 5.331  N142 1.010
153 H 7.243 -1.373 3.856  N142 1.010
154 C 1.235 -2.981 0.557  C155 1.549, H160 1.090, H161 1.090, H162 1.090
155 C 2.496 -3.676 -0.016  C154 1.549, C156 1.548, N159 1.463, H163 1.090
156 C 3.212 -3.001 -1.210  C155 1.548, O157 1.406, H164 1.090, H165 1.090
157 O 4.157 -3.837 -1.829  C156 1.406, C158 1.416
158 C 4.766 -3.127 -2.893  O157 1.416, H166 1.090, H167 1.090, H168 1.090
159 N 3.464 -3.758 1.078  C155 1.463, H169 1.010, H170 1.010
160 H 1.406 -2.068 1.128  C154 1.090
161 H 0.909 -3.657 1.347  C154 1.090
162 H 0.412 -2.800 -0.135  C154 1.090
163 H 2.298 -4.715 -0.281  C155 1.090
164 H 3.691 -2.066 -0.918  C156 1.090
165 H 2.355 -2.755 -1.838  C156 1.090
166 H 4.005 -2.561 -3.430  C158 1.090
167 H 5.306 -3.825 -3.533  C158 1.090
168 H 5.382 -2.291 -2.563  C158 1.090
169 H 4.417 -3.833 0.754  N159 1.010
170 H 3.530 -2.885 1.581  N159 1.010
171 C -5.477 -3.865 3.093  C172 1.561, H177 1.090, H178 1.090, H179 1.090
172 C -4.471 -2.739 2.697  C171 1.561, C173 1.546, N176 1.449, H180 1.090
173 C -4.629 -1.563 3.688  C172 1.546, O174 1.447, H181 1.090, H182 1.090
174 O -3.534 -0.630 3.538  C173 1.447, C175 1.408
175 C -3.324 0.091 4.729  O174 1.408, H183 1.090, H184 1.090, H185 1.090
176 N -3.108 -3.227 2.729  C172 1.449, H186 1.010, H187 1.010
177 H -6.480 -3.450 2.992  C171 1.090
178 H -5.382 -4.144 4.142  C171 1.090
179 H -5.307 -4.710 2.426  C171 1.090
180 H -4.693 -2.341 1.706  C172 1.090
181 H -4.760 -1.964 4.693  C173 1.090
182 H -5.588 -1.119 3.421  C173 1.090
183 H -4.088 0.816 5.011  C175 1.090
184 H -2.444 0.721 4.601  C175 1.090
185 H -3.078 -0.550 5.576  C175 1.090
186 H -2.552 -2.450 2.401  N176 1.010
187 H -2.916 -3.278 3.719  N176 1.010

Properties
HOMO level = -8.4 eV
Multiplicity = 1
Gap between HOMO and LUMO = 8.73 eV
LUMO level = 0.318 eV
Energy = -3178.623246 hartree
Structure (SMILES) = COC[C@H](C)N.COC[C@H](C)N.COC[C@H](C)N.COC[C@H](C)N.COC[C@H](C)N.COC[C@H](C)N.COC[C@H](C)N.COC[C@H](C)N.COC[C@H](C)N.COC[C@H](C)N.COC[C@H](C)N
Relative energy (zero: lowest compared OMol25 entry of this formula, charge and spin) = 433.2 kJ/mol
Net charge = 0